Entry 1:
DFT (ωB97M-V/def2-TZVPD) results for a molecular structure, C33H29F5MnN2O4S4Te.

## Properties
Energy above the lowest of the compared OMol25 structures with the same formula, charge and spin (kcal/mol): 7.3
E_LUMO (alpha / beta) (Ha): 0.0812 / 0.0468
<S²>: 6.023
E_HOMO (alpha / beta) (Ha): -0.160 / -0.160
Frontier orbital gap (alpha / beta) (eV): 6.553 / 5.628

ORCA input file:
```
! RIJCOSX wB97M-V def2-TZVPD def2/J DEFGRID3
* xyz -1 5
Mn 0.31 0.06 -0.27
S 2.29 1.61 1.69
S 3.99 1.59 0.76
S 3.74 0.64 -1.09
S 2.53 -0.95 -0.78
C -3.60 1.46 5.48
C -2.79 1.45 4.22
C -2.49 2.62 3.53
C -1.81 2.61 2.32
C -1.62 3.90 1.61
O -1.70 4.03 0.41
C -1.32 5.12 2.45
C -0.54 5.04 3.59
C -0.23 6.20 4.30
C -0.72 7.42 3.88
C -1.50 7.50 2.74
C -1.79 6.35 2.02
C -1.34 1.39 1.75
O -0.73 1.41 0.63
C -1.57 0.19 2.51
C -2.31 0.26 3.68
C -1.06 -1.12 2.06
N -0.24 -1.27 1.09
C 0.22 -2.63 0.74
C 1.24 -3.21 1.69
Te 2.77 -1.85 2.37
C 2.47 -2.40 4.40
C 2.29 -1.39 5.35
C 2.07 -1.71 6.68
C 2.01 -3.03 7.09
C 2.20 -4.04 6.16
C 2.44 -3.73 4.83
C -1.59 -2.32 2.78
C -2.62 -3.04 2.17
C -3.15 -4.15 2.80
C -2.67 -4.55 4.04
C -1.65 -3.83 4.65
C -1.11 -2.71 4.03
H -3.81 2.48 5.81
H -3.08 0.95 6.30
H -4.56 0.95 5.35
H -2.84 3.56 3.93
H -0.14 4.09 3.91
H 0.39 6.14 5.19
H -0.49 8.32 4.44
H -1.88 8.46 2.40
H -2.39 6.39 1.11
H -2.53 -0.65 4.22
H 0.66 -2.57 -0.26
H -0.62 -3.32 0.65
H 1.73 -4.05 1.19
H 0.79 -3.58 2.61
H 2.30 -0.36 5.03
H 1.92 -0.91 7.40
H 1.83 -3.28 8.13
H 2.17 -5.08 6.47
H 2.60 -4.53 4.11
H -2.99 -2.72 1.20
H -3.94 -4.71 2.32
H -3.08 -5.42 4.53
H -1.27 -4.13 5.62
H -0.32 -2.15 4.50
N -0.70 4.75 -2.42
C -0.56 3.33 -2.72
C 0.46 2.71 -1.79
O 1.25 3.56 -1.16
O 0.56 1.52 -1.66
H -1.22 5.21 -3.15
H 0.95 4.46 -1.43
H -1.23 4.84 -1.56
H -0.15 3.20 -3.73
H -1.47 2.73 -2.65
F -0.40 -1.07 -2.25
C -1.85 -1.07 -2.30
F -2.11 -0.70 -0.94
C -2.19 -2.58 -2.29
F -2.41 -3.03 -3.54
F -1.25 -3.42 -1.77
F -3.32 -2.82 -1.59
*
```

***

Entry 2:
DFT (ωB97M-V/def2-TZVPD) results for a molecular structure, C33H29F5N6O4SnTe2.

## Properties
Energy above the lowest of the compared OMol25 structures with the same formula, charge and spin (kcal/mol): 88.7
E_LUMO (Ha): 0.1511
E_HOMO (Ha): -0.070
Frontier orbital gap (eV): 6.012

ORCA input file:
```
! RIJCOSX wB97M-V def2-TZVPD def2/J DEFGRID3
* xyz -2 1
Sn -0.14 0.94 0.75
O -1.79 1.87 -2.43
C -0.92 0.89 -2.40
N -1.26 -0.27 -1.98
C -0.48 -1.43 -2.16
C -0.56 -2.10 -3.37
C 0.05 -3.34 -3.57
C 0.77 -3.92 -2.54
C 0.87 -3.24 -1.33
C 0.27 -2.01 -1.11
N 0.50 -1.29 0.07
C 0.29 -1.78 1.28
O 0.55 -1.08 2.29
C -0.37 -3.12 1.54
C 0.18 -3.99 2.48
C -0.47 -5.18 2.74
C -1.65 -5.45 2.08
C -2.12 -4.52 1.16
N -1.50 -3.38 0.88
C 0.47 1.23 -2.88
C 0.65 2.02 -4.01
C 1.94 2.35 -4.36
C 2.99 1.90 -3.58
C 2.70 1.12 -2.47
N 1.47 0.78 -2.14
H -1.14 -1.65 -4.16
H -0.03 -3.83 -4.53
H 1.25 -4.88 -2.66
H 1.47 -3.66 -0.52
H 1.09 -3.71 2.98
H -0.06 -5.88 3.47
H -2.21 -6.36 2.26
H -3.04 -4.70 0.62
H -0.21 2.40 -4.53
H 2.12 2.99 -5.22
H 4.02 2.16 -3.81
H 3.49 0.77 -1.81
N -1.62 4.34 3.80
C -2.82 3.91 4.23
O -3.46 4.44 5.13
C -3.33 2.69 3.51
C -4.63 2.67 3.02
C -5.04 1.56 2.30
C -4.14 0.52 2.11
N -2.91 0.51 2.60
C -2.53 1.59 3.29
H -1.28 5.20 4.18
H -1.29 4.08 2.88
H -5.28 3.52 3.19
H -6.03 1.52 1.86
H -4.42 -0.34 1.50
H -1.51 1.58 3.67
C 5.69 0.26 6.60
C 4.83 0.73 5.45
C 5.39 1.11 4.24
C 4.61 1.58 3.18
C 5.30 1.97 1.90
C 3.22 1.67 3.34
Te 2.06 2.53 1.78
C 2.64 1.28 4.56
C 1.15 1.34 4.78
C 3.45 0.82 5.59
H 6.73 0.12 6.28
H 5.34 -0.69 7.00
H 5.69 0.98 7.42
H 6.47 1.04 4.11
H 6.37 1.74 1.97
H 5.17 3.03 1.69
H 4.87 1.44 1.05
H 0.63 0.75 4.04
H 0.80 2.37 4.71
H 0.90 0.95 5.77
H 2.99 0.53 6.53
F -1.06 4.12 -2.84
Te -1.57 3.51 -1.09
F -2.60 2.10 -0.23
F -1.20 5.38 -0.90
F -3.28 4.07 -1.57
F -1.87 4.00 0.81
O 0.10 2.91 -0.61
*
```

***

Entry 3:
DFT (ωB97M-V/def2-TZVPD) results for a molecular structure, C33H29N2O4PSSr.

## Properties
Energy above the lowest of the compared OMol25 structures with the same formula, charge and spin (kcal/mol): 21.9
E_LUMO (Ha): 0.1456
E_HOMO (Ha): 0.005
Frontier orbital gap (eV): 3.817

ORCA input file:
```
! RIJCOSX wB97M-V def2-TZVPD def2/J DEFGRID3
* xyz -2 1
Sr 0.62 -1.18 1.09
C -0.41 -5.54 -0.92
P 0.25 -3.84 -0.78
C -1.35 -2.94 -0.50
C -1.83 -2.60 0.78
C -3.02 -1.90 0.93
C -3.79 -1.54 -0.16
C -3.36 -1.91 -1.43
C -2.17 -2.60 -1.59
C 0.50 -3.36 -2.55
C 0.70 -2.01 -2.84
C 1.06 -1.59 -4.11
C 1.24 -2.53 -5.13
C 1.06 -3.87 -4.86
C 0.69 -4.28 -3.58
H 0.37 -6.24 -1.22
H -1.25 -5.59 -1.62
H -0.73 -5.80 0.08
H -1.29 -2.88 1.69
H -3.33 -1.60 1.92
H -4.69 -0.96 -0.03
H -3.95 -1.65 -2.30
H -1.86 -2.86 -2.59
H 0.56 -1.25 -2.08
H 1.20 -0.54 -4.31
H 1.53 -2.20 -6.12
H 1.19 -4.61 -5.64
H 0.54 -5.34 -3.39
C 0.39 1.34 1.28
C -0.35 2.29 1.55
C -1.23 3.39 1.81
C -2.57 3.30 1.30
C -2.90 2.33 0.31
C -4.18 2.19 -0.19
C -5.24 2.98 0.27
C -4.95 3.90 1.28
C -3.67 4.06 1.78
C -0.70 4.50 2.55
C -1.22 5.83 2.52
C -0.64 6.87 3.23
C 0.50 6.68 4.01
C 1.06 5.40 4.02
C 0.49 4.35 3.31
H -2.11 1.70 -0.06
H -4.36 1.44 -0.96
H -6.24 2.86 -0.12
H -5.76 4.50 1.70
H -3.53 4.74 2.60
H -2.06 6.05 1.88
H -1.08 7.86 3.15
H 0.94 7.49 4.56
H 1.96 5.21 4.60
H 0.95 3.38 3.33
N 6.65 0.21 -1.67
C 5.37 -0.09 -1.19
C 4.46 0.92 -0.90
C 3.20 0.58 -0.45
N 2.81 -0.69 -0.30
C 3.69 -1.66 -0.56
C 4.97 -1.41 -1.02
H 6.98 1.13 -1.41
H 7.34 -0.50 -1.48
H 4.73 1.96 -1.00
H 2.46 1.33 -0.18
H 3.35 -2.67 -0.36
H 5.65 -2.23 -1.21
O 0.37 -4.47 1.80
S 1.30 -3.70 2.69
O 1.91 -4.55 3.70
O 2.32 -3.03 1.81
O 0.49 -2.57 3.28
*
```

***

Entry 4:
DFT (ωB97M-V/def2-TZVPD) results for a molecular structure, C33H29N6O5RuS.

## Properties
Energy above the lowest of the compared OMol25 structures with the same formula, charge and spin (kcal/mol): 7.5
E_LUMO (alpha / beta) (Ha): -0.0346 / -0.0537
<S²>: 8.766
E_HOMO (alpha / beta) (Ha): -0.288 / -0.296
Frontier orbital gap (alpha / beta) (eV): 6.890 / 6.583

ORCA input file:
```
! RIJCOSX wB97M-V def2-TZVPD def2/J DEFGRID3
* xyz 0 6
Ru -0.41 1.26 -0.76
O 4.27 4.21 -1.51
C 4.75 2.95 -1.58
C 6.14 2.79 -1.59
C 6.69 1.53 -1.66
C 5.89 0.40 -1.71
C 4.52 0.55 -1.70
C 3.93 1.82 -1.63
C 2.46 1.88 -1.60
O 1.76 0.82 -1.59
N 1.90 3.09 -1.62
N 0.58 3.09 -1.45
C -0.23 3.49 -2.38
C -1.65 3.58 -2.09
C -2.56 4.13 -2.99
C -3.91 4.11 -2.66
C -4.30 3.57 -1.44
C -3.32 3.06 -0.60
N -2.04 3.06 -0.91
H 3.30 4.16 -1.53
H 6.75 3.68 -1.55
H 7.77 1.42 -1.66
H 6.32 -0.59 -1.76
H 3.85 -0.30 -1.72
H 0.17 3.78 -3.35
H -2.21 4.54 -3.92
H -4.64 4.50 -3.34
H -5.34 3.54 -1.15
H -3.57 2.64 0.37
C 1.00 1.57 4.87
C -0.16 0.80 4.23
N 0.30 -0.29 3.38
C 0.45 -1.60 4.01
C -0.82 -2.45 3.91
C 0.57 -0.16 2.07
S 0.66 1.49 1.43
N 0.88 -1.24 1.40
C 0.74 -1.56 0.12
O -0.01 -1.00 -0.72
C 1.44 -2.80 -0.31
C 1.64 -3.01 -1.67
C 2.22 -4.19 -2.12
C 2.59 -5.17 -1.21
C 2.40 -4.96 0.15
C 1.83 -3.78 0.60
H 0.60 2.32 5.56
H 1.59 2.08 4.11
H 1.65 0.89 5.43
H -0.77 1.47 3.63
H -0.79 0.36 5.00
H 0.71 -1.43 5.06
H 1.28 -2.11 3.53
H -1.66 -1.96 4.40
H -0.65 -3.42 4.38
H -1.07 -2.60 2.86
H 1.34 -2.24 -2.36
H 2.38 -4.35 -3.18
H 3.02 -6.10 -1.55
H 2.68 -5.72 0.86
H 1.66 -3.61 1.65
O -2.16 0.41 -2.20
C -2.70 -0.08 -1.20
N -2.31 0.24 0.05
C -3.04 -0.46 0.99
O -2.88 -0.44 2.19
C -4.07 -1.27 0.23
C -5.07 -2.11 0.66
C -5.84 -2.74 -0.32
C -5.60 -2.54 -1.67
C -4.59 -1.68 -2.10
C -3.84 -1.05 -1.13
H -5.25 -2.27 1.71
H -6.63 -3.41 -0.02
H -6.20 -3.06 -2.40
H -4.39 -1.52 -3.15
*
```

***

Entry 5:
DFT (ωB97M-V/def2-TZVPD) results for a molecular structure, C33H30AuN4OP.

## Properties
Energy above the lowest of the compared OMol25 structures with the same formula, charge and spin (kcal/mol): 49.5
E_LUMO (alpha / beta) (Ha): -0.2988 / -0.2944
E_HOMO (alpha / beta) (Ha): -0.448 / -0.455
Frontier orbital gap (alpha / beta) (eV): 4.073 / 4.376

ORCA input file:
```
! RIJCOSX wB97M-V def2-TZVPD def2/J DEFGRID3
* xyz 2 1
Au -0.57 0.58 -1.31
C 5.46 -0.84 -1.94
C 4.50 -0.29 -2.77
C 3.29 0.14 -2.25
C 3.05 0.01 -0.88
C 4.01 -0.55 -0.04
C 5.22 -0.97 -0.58
P 1.54 0.69 -0.22
C 1.14 -0.11 1.33
C 1.28 -1.49 1.46
C 0.90 -2.11 2.64
C 0.35 -1.37 3.67
C 0.20 0.00 3.54
C 0.58 0.64 2.37
C 1.68 2.45 0.03
C 2.80 3.05 0.54
C 2.80 4.44 0.76
C 1.69 5.18 0.44
C 0.54 4.59 -0.12
C -0.58 5.36 -0.53
C -1.64 4.77 -1.15
C -1.64 3.37 -1.39
C -0.60 2.58 -0.98
C 0.53 3.20 -0.34
H 6.41 -1.17 -2.35
H 4.70 -0.18 -3.83
H 2.55 0.59 -2.90
H 3.83 -0.64 1.02
H 5.98 -1.39 0.07
H 1.72 -2.08 0.66
H 1.04 -3.18 2.76
H 0.07 -1.85 4.59
H -0.20 0.59 4.36
H 0.49 1.71 2.27
H 3.68 2.47 0.78
H 3.67 4.91 1.17
H 1.70 6.25 0.60
H -0.57 6.43 -0.36
H -2.48 5.36 -1.49
H -2.46 2.98 -1.97
N -3.60 0.69 -0.63
C -3.83 0.08 0.54
C -4.76 -0.99 0.62
C -5.00 -1.57 1.83
C -4.32 -1.12 2.97
C -3.40 -0.08 2.90
C -3.14 0.52 1.70
H -4.14 0.46 -1.45
H -3.03 1.53 -0.66
H -5.28 -1.31 -0.27
H -5.71 -2.37 1.91
H -4.53 -1.59 3.93
H -2.88 0.25 3.79
H -2.41 1.32 1.61
C -1.67 -4.44 0.25
N -1.12 -3.64 -0.83
C -0.49 -4.23 -1.88
C 0.05 -3.50 -2.88
C -0.06 -2.09 -2.79
N -0.65 -1.52 -1.74
C -1.20 -2.26 -0.73
O -1.73 -1.71 0.21
N 0.44 -1.31 -3.75
H -1.85 -5.44 -0.12
H -2.60 -3.99 0.58
H -0.97 -4.46 1.09
H -0.46 -5.31 -1.86
H 0.53 -3.98 -3.72
H 0.86 -1.72 -4.57
H 0.32 -0.31 -3.72
*
```

***

Entry 6:
DFT (ωB97M-V/def2-TZVPD) results for a molecular structure, C33H30BClGaO8S.

## Properties
Energy above the lowest of the compared OMol25 structures with the same formula, charge and spin (kcal/mol): 0.0
E_LUMO (Ha): 0.0245
E_HOMO (Ha): -0.189
Frontier orbital gap (eV): 5.802

ORCA input file:
```
! RIJCOSX wB97M-V def2-TZVPD def2/J DEFGRID3
* xyz -1 1
O 5.30 1.70 -1.96
S 5.23 2.28 -0.66
O 6.32 2.16 0.27
Cl 3.61 1.46 0.27
C 4.76 3.98 -0.78
C 3.61 4.28 -1.74
C 2.93 5.60 -1.37
C 2.13 5.55 -0.06
Ga 0.22 4.89 -0.29
C 0.00 2.87 0.00
B 0.21 1.98 -1.26
O 0.16 0.58 -1.20
O 0.53 2.44 -2.54
H 5.70 4.41 -1.13
H 4.54 4.30 0.24
H 4.05 4.36 -2.74
H 2.88 3.46 -1.78
H 3.71 6.37 -1.36
H 2.26 5.86 -2.18
H 2.67 5.00 0.72
H 2.04 6.57 0.33
H -0.72 5.65 0.79
H -0.30 5.28 -1.78
H 0.58 2.47 0.84
H -1.05 2.76 0.31
H -0.29 0.31 -0.39
H -0.18 2.96 -2.94
C -0.86 -0.46 -4.25
C -1.12 -0.64 -5.61
C -2.28 -1.28 -6.02
C -3.19 -1.74 -5.08
C -2.92 -1.57 -3.72
C -1.76 -0.93 -3.31
C -3.86 -2.08 -2.68
O -3.65 -1.94 -1.50
C -5.09 -2.79 -3.15
C -5.97 -3.31 -2.21
C -7.12 -3.97 -2.62
C -7.40 -4.10 -3.97
C -6.53 -3.59 -4.92
C -5.37 -2.94 -4.51
C -4.43 -2.41 -5.55
O -4.69 -2.52 -6.73
H 0.03 0.05 -3.92
H -0.41 -0.28 -6.34
H -2.49 -1.42 -7.07
H -1.57 -0.78 -2.26
H -5.74 -3.19 -1.16
H -7.80 -4.37 -1.88
H -8.30 -4.61 -4.29
H -6.72 -3.69 -5.98
C 2.33 -1.38 8.68
C 1.53 -2.52 8.73
C 1.05 -3.08 7.56
C 1.34 -2.49 6.34
C 2.13 -1.34 6.29
C 2.62 -0.79 7.47
C 2.45 -0.67 4.99
O 3.14 0.32 4.96
C 1.87 -1.27 3.75
C 2.11 -0.64 2.53
C 1.60 -1.18 1.36
C 0.85 -2.35 1.41
C 0.60 -2.98 2.62
C 1.11 -2.44 3.80
C 0.82 -3.12 5.09
O 0.17 -4.15 5.13
H 2.71 -0.95 9.60
H 1.30 -2.98 9.68
H 0.43 -3.97 7.58
H 3.24 0.10 7.41
H 2.70 0.27 2.51
H 1.77 -0.70 0.41
H 0.45 -2.77 0.50
H 0.02 -3.88 2.68
*
```